1.
DFT (ωB97M-V with the def2-TZVPD basis set) results for one molecule with the formula C7H10.

Element x y z (Å)
C: -0.904 2.433 -0.043
C: -1.247 -0.800 -0.877
C: -1.539 -1.118 0.554
C: -0.433 -0.146 0.225
C: 1.006 -0.590 0.468
C: -0.690 1.281 0.240
C: 2.041 0.395 -0.068
H: -1.940 -0.138 -1.385
H: 1.172 -0.747 1.541
H: -1.224 -2.091 0.921
H: 1.135 -1.569 -0.012
H: -1.084 3.406 -0.437
H: -2.455 -0.746 1.002
H: 1.836 0.656 -1.109
H: 3.050 -0.023 -0.015
H: 2.027 1.324 0.508
H: -0.751 -1.525 -1.514

**SMILES**: C#CC1(CC)CC1
**Orbital gap**: 10.4 eV
**2S+1**: 1
**HOMO**: -9.205 eV
**E_LUMO**: 1.149 eV

Atom charges from the Mulliken analysis, given in e for atoms 1 to 5: number 1, C, carries 0.105; number 2, C, carries -0.823; number 3, C, carries -0.719; number 4, C, carries 1.115; number 5, C, carries -0.545

***

2.
DFT (ωB97M-V with the def2-TZVPD basis set) results for one molecule with the formula C7H10.

Element x y z (Å)
C: 1.501 -0.293 2.034
C: -1.393 -0.190 -0.513
C: 0.188 -0.627 1.300
C: -0.006 -0.111 0.059
C: -2.419 0.710 -0.100
C: 1.112 0.104 -0.807
C: 0.862 0.350 -2.205
H: 1.388 0.791 2.072
H: -3.215 0.886 -0.889
H: -1.662 -1.149 -0.938
H: 2.132 0.010 -0.523
H: -2.559 1.362 0.771
H: 1.647 -0.814 3.008
H: 1.735 0.400 -2.902
H: -0.670 -0.833 1.902
H: 2.303 -0.641 1.377
H: -0.165 0.328 -2.491

**SMILES**: C=CC(C=C)=CC
**Orbital gap**: 8.8 eV
**2S+1**: 1
**HOMO**: -8.205 eV
**E_LUMO**: 0.630 eV

Atom charges from the Mulliken analysis, given in e for atoms 1 to 5: number 1, C, carries -0.992; number 2, C, carries -0.831; number 3, C, carries -0.432; number 4, C, carries 0.965; number 5, C, carries -0.595